# 1
A structure of composition C6H12OPSm at a distorted geometry, computed with wB97M-V/def2-TZVPD.

Values from the calculation:
lowest unoccupied orbital energy (alpha / beta) = -0.302 / -0.288 eV
calculated total energy = -1310.10650 a.u.
multiplicity = 6
ΔE to the lowest compared entry with this formula, charge and spin = 0.00 kJ/mol
HOMO (alpha / beta) = -0.2129 / -0.2102 Eh

Cartesian coordinates (Å):
C (0.257, -0.782, -1.910)
C (-0.465, -0.001, -2.781)
C (-0.557, 1.418, -2.564)
C (0.364, 2.031, -1.641)
C (1.049, 1.294, -0.707)
Sm (-0.952, 0.389, -0.434)
P (0.105, -2.312, 0.658)
H (0.499, -1.836, -2.069)
H (-1.063, -0.406, -3.612)
H (-1.194, 2.035, -3.200)
H (1.794, 1.713, -0.028)
H (0.419, 3.132, -1.694)
H (1.400, -2.394, 1.259)
H (0.239, -3.455, -0.182)
H (-0.606, -2.968, 1.710)
C (-0.377, 0.149, 3.163)
O (-0.187, 0.677, 1.827)
H (-1.373, -0.294, 3.162)
H (-0.330, 0.981, 3.873)
H (0.372, -0.623, 3.386)
H (0.605, 1.253, 1.785)

***

# 2
An isolated molecule of CH6N4 at a distorted geometry, computed with wB97M-V/def2-TZVPD.

Values from the calculation:
lowest unoccupied orbital energy = 1.235 eV
calculated total energy = -260.60270 a.u.
multiplicity = 1
ΔE to the lowest compared entry with this formula, charge and spin = 260.25 kJ/mol
HOMO = -0.3411 Eh
SMILES string = [H]/N=N/NNC

Cartesian coordinates (Å):
H (3.377, 0.711, -0.569)
N (2.893, 0.147, 0.086)
N (1.767, -0.047, -0.442)
N (0.842, -0.797, 0.196)
N (-0.518, -0.875, -0.115)
C (-1.219, 0.369, 0.108)
H (1.016, -1.406, 1.011)
H (-0.690, -1.262, -1.009)
H (-0.868, 0.818, 1.099)
H (-1.132, 1.169, -0.617)
H (-2.277, 0.281, 0.536)

***

# 3
A cluster of 2 separate species, C3H3N3O in total at a distorted geometry, computed with wB97M-V/def2-TZVPD.

Values from the calculation:
lowest unoccupied orbital energy (alpha / beta) = -3.478 / -3.946 eV
calculated total energy = -355.38779 a.u.
multiplicity = 1
ΔE to the lowest compared entry with this formula, charge and spin = 661.89 kJ/mol
HOMO (alpha / beta) = -0.4166 / -0.4048 Eh

Cartesian coordinates (Å):
C (-1.475, -1.528, 0.258)
C (-0.824, 1.520, 0.202)
C (0.975, -0.027, 0.297)
N (-1.880, -2.534, -0.052)
N (-1.397, 2.347, -0.343)
N (-0.129, 0.561, 0.773)
O (1.018, -0.355, -1.010)
H (1.382, -0.857, 0.943)
H (1.894, 0.697, 0.489)
H (0.435, 0.175, -1.558)

***

# 4
A structure of composition C5H8N2O2 at a distorted geometry, computed with wB97M-V/def2-TZVPD.

Values from the calculation:
lowest unoccupied orbital energy = 0.455 eV
calculated total energy = -455.16209 a.u.
multiplicity = 1
ΔE to the lowest compared entry with this formula, charge and spin = 515.63 kJ/mol
HOMO = -0.2899 Eh

Cartesian coordinates (Å):
C (-2.090, 0.409, 0.396)
C (-0.687, -0.140, 0.171)
C (-0.215, -1.358, 0.063)
C (1.562, -0.340, 0.051)
C (0.491, 0.574, 0.147)
H (-3.986, 0.733, -0.236)
H (-3.149, -0.600, -1.163)
H (-2.033, 1.508, -0.065)
H (-2.365, 0.694, 1.412)
H (-0.890, -2.304, 0.029)
H (2.803, 1.043, -0.125)
H (-0.036, 2.354, -0.927)
H (0.682, 2.582, 0.701)
N (-3.319, -0.277, -0.275)
N (0.847, 2.063, -0.230)
O (1.076, -1.614, -0.093)
O (2.914, -0.059, -0.039)

***

# 5
A cluster of 3 separate species, C21H36NO2 in total at a distorted geometry, computed with wB97M-V/def2-TZVPD.

Values from the calculation:
lowest unoccupied orbital energy = -2.653 eV
calculated total energy = -1026.34363 a.u.
multiplicity = 1
net charge = +1
HOMO = -0.4046 Eh

Cartesian coordinates (Å):
C (-0.779, 2.441, -2.258)
C (-0.819, 2.586, -0.616)
C (-1.110, 1.211, 0.237)
C (-1.364, -0.286, -0.451)
C (-1.598, -1.658, 0.452)
C (-0.250, -2.245, 1.163)
N (0.718, -1.224, 1.707)
C (0.229, -0.626, 3.033)
C (1.175, 0.591, 3.600)
C (2.670, 0.674, 2.937)
C (3.199, -0.702, 2.222)
C (2.072, -1.881, 2.055)
C (-1.358, -0.378, -2.096)
C (-1.068, 0.989, -3.010)
H (-0.533, 3.439, -2.858)
H (-0.633, 3.589, -0.026)
H (-1.112, 1.263, 1.428)
H (-2.535, -1.556, 1.187)
H (-1.940, -2.482, -0.342)
H (-0.608, -2.909, 2.088)
H (0.340, -2.932, 0.413)
H (0.985, -0.462, 1.013)
H (-0.918, -0.300, 2.986)
H (0.293, -1.498, 3.846)
H (0.654, 1.654, 3.514)
H (1.329, 0.404, 4.763)
H (2.807, 1.593, 2.192)
H (3.421, 0.895, 3.833)
H (3.709, -0.372, 1.201)
H (4.084, -1.178, 2.865)
H (2.400, -2.519, 1.103)
H (2.011, -2.594, 2.982)
H (-1.548, -1.396, -2.680)
H (-1.028, 0.982, -4.191)
C (3.412, -6.077, -1.136)
C (2.605, -5.978, -2.404)
C (1.333, -5.317, -1.920)
O (1.694, -4.480, -0.813)
C (3.037, -4.796, -0.422)
H (4.487, -6.171, -1.305)
H (3.079, -6.942, -0.551)
H (3.117, -5.323, -3.120)
H (2.428, -6.941, -2.889)
H (0.613, -6.059, -1.558)
H (0.852, -4.715, -2.696)
H (3.680, -3.966, -0.733)
H (3.091, -4.891, 0.666)
C (-2.528, 5.829, -1.281)
C (-3.344, 7.056, -0.965)
C (-4.717, 6.660, -1.463)
O (-4.820, 5.238, -1.314)
C (-3.518, 4.714, -1.019)
H (-1.618, 5.740, -0.682)
H (-2.244, 5.835, -2.340)
H (-3.372, 7.213, 0.120)
H (-2.966, 7.968, -1.433)
H (-4.836, 6.894, -2.527)
H (-5.522, 7.149, -0.907)
H (-3.508, 4.415, 0.034)
H (-3.327, 3.831, -1.635)

***

# 6
A cluster of 2 separate species, C5H14N2O in total at a distorted geometry, computed with wB97M-V/def2-TZVPD.

Values from the calculation:
lowest unoccupied orbital energy (alpha / beta) = 3.839 / 3.645 eV
calculated total energy = -383.57270 a.u.
multiplicity = 2
ΔE to the lowest compared entry with this formula, charge and spin = 86.65 kJ/mol
net charge = -1
HOMO (alpha / beta) = 0.0424 / -0.1784 Eh

Cartesian coordinates (Å):
C (1.082, -0.189, -1.344)
C (1.061, -0.573, 0.160)
C (-0.343, -0.617, 0.731)
C (-0.996, -1.787, 0.764)
C (-0.044, 1.516, 1.947)
N (-0.891, 0.557, 1.224)
N (1.285, -1.319, -2.275)
H (0.171, 0.376, -1.517)
H (1.894, 0.525, -1.536)
H (1.531, -1.543, 0.255)
H (1.615, 0.165, 0.726)
H (-0.569, -2.698, 0.363)
H (-1.882, -1.976, 1.365)
H (-0.617, 2.053, 2.699)
H (0.327, 2.288, 1.315)
H (0.718, 0.986, 2.519)
H (-1.747, 0.402, 1.750)
H (1.589, -2.113, -1.713)
H (0.377, -1.632, -2.600)
H (-1.080, 1.842, -2.248)
H (-1.632, 1.653, -0.870)
O (-1.850, 2.084, -1.714)